{
  "formula": "C11H18N",
  "method": "the ωB97M-V functional and the def2-TZVPD basis",
  "species": ["N", "C", "C", "C", "C", "C", "C", "C", "C", "C", "C", "C", "H", "H", "H", "H", "H", "H", "H", "H", "H", "H", "H", "H", "H", "H", "H", "H", "H", "H"],
  "coordinates": [[-0.07167, 1.30105, -0.72174], [-0.63273, -0.88315, -2.04238], [0.09820, -2.08919, -1.27031], [0.38559, 3.59432, 0.53731], [-1.13683, 0.32492, -1.12165], [1.33097, 1.16864, -0.97922], [0.24932, -1.90625, 0.31484], [1.93906, 3.47450, 0.32391], [-0.53747, 2.48753, -0.00305], [-1.06287, -2.26918, 1.17304], [2.39331, 2.21059, -0.49026], [-0.84116, -1.61789, 2.64815], [-2.05294, -1.96915, 0.69311], [-0.46182, -3.08194, -1.44272], [-1.66030, 2.60369, 0.19188], [-1.57718, -1.33226, -2.53763], [-1.75617, -0.00810, -0.20384], [1.74063, 0.26408, -1.53397], [1.06670, -2.65514, 0.65111], [-1.04014, -3.41267, 1.34060], [-0.07917, 4.48436, 1.08876], [1.15751, -2.19189, -1.72658], [-1.84035, -1.37186, 3.15653], [-1.88664, 0.92901, -1.76673], [0.61109, -0.87904, 0.65735], [2.68078, 4.24118, 0.72621], [-0.22946, -0.65071, 2.62424], [3.49231, 2.04686, -0.72808], [-0.27989, -2.34169, 3.35008], [0.00134, -0.47059, -2.90897]],
  "charge": 1,
  "homo_lumo_gap_ev": 9.0,
  "smiles": "CCCCCC[n+]1ccccc1",
  "spin_multiplicity": 1,
  "max_force_ev_per_a": 5.0,
  "lumo_ha": -0.180,
  "energy_ev": -13178.09419,
  "e_above_lowest_kcal_mol": 106.5
}